275
Properties=species:S:1:pos:R:3:mulliken_charge:R:1 method="wB97M-V/def2-TZVPD" gap_ev=9.7837 lumo_ev=-5.5 charge=+4 e_tot_ev=-288380.7798
C -1.386 -5.689 5.659 -0.9006
O -1.639 -4.595 4.799 -0.1916
C -2.924 -4.702 4.210 -1.0752
C -3.159 -3.396 3.392 0.6911
N -3.147 -2.221 4.335 0.0643
H -3.283 -2.462 5.292 0.5637
H -2.187 -1.741 4.411 -0.0672
C -4.212 -1.237 4.038 -0.0980
C -3.999 -0.013 4.959 -0.3701
O -4.253 -0.549 6.275 -0.3228
C -3.839 0.287 7.325 -0.7651
H -1.945 -5.510 6.592 0.3586
H -0.354 -5.590 6.002 0.2399
H -1.605 -6.638 5.202 0.3299
H -3.744 -4.837 4.952 0.4636
H -2.890 -5.562 3.549 0.5971
H -4.207 -3.382 3.020 0.0972
H -2.379 -3.230 2.612 -0.3316
H -5.197 -1.641 4.238 0.5106
H -4.147 -0.940 3.016 -0.1934
H -4.639 0.910 4.775 0.4102
H -2.956 0.257 4.714 0.0572
H -4.676 0.951 7.558 0.2885
H -3.024 1.006 7.055 0.3062
H -3.571 -0.387 8.148 0.2771
C -9.781 2.347 3.640 -0.8171
O -9.793 1.559 2.513 -0.3537
C -9.585 0.211 2.602 -0.4693
C -9.891 -0.362 1.225 -0.5833
N -9.155 0.462 0.253 0.1402
H -9.183 1.396 0.626 0.6479
H -8.112 0.198 0.427 -0.1065
C -9.486 0.410 -1.210 -0.4659
C -8.741 1.559 -1.981 -0.5580
O -8.407 2.611 -1.098 -0.3173
C -7.859 3.692 -1.800 -0.8529
H -9.589 3.388 3.359 0.2700
H -9.057 2.057 4.387 0.3393
H -10.754 2.225 4.111 0.3020
H -10.265 -0.282 3.333 0.4290
H -8.566 -0.068 2.888 0.2590
H -10.997 -0.248 1.064 0.3364
H -9.597 -1.368 1.198 0.3684
H -10.588 0.511 -1.395 0.3902
H -9.180 -0.590 -1.612 0.2181
H -9.413 2.039 -2.660 0.4407
H -7.859 1.258 -2.601 0.4421
H -8.396 4.064 -2.642 0.3271
H -6.888 3.373 -2.096 0.3459
H -7.690 4.440 -1.039 0.2790
C -2.604 5.838 -7.805 -0.7604
O -2.111 5.769 -6.436 -0.2989
C -0.870 6.392 -6.310 -0.8219
C -0.570 6.575 -4.841 -0.5188
N -0.479 5.248 -3.988 0.2528
H -1.083 4.542 -4.354 0.3949
H 0.413 4.861 -4.122 0.1330
C -0.513 5.499 -2.469 -0.2656
C 0.709 6.215 -2.078 -0.9550
O 1.831 5.383 -2.436 -0.0422
C 3.076 6.045 -2.204 -0.8028
H -1.996 5.138 -8.401 0.2774
H -2.546 6.904 -8.189 0.3261
H -3.642 5.619 -7.665 0.2743
H -0.925 7.414 -6.717 0.5371
H -0.081 5.882 -6.859 0.3803
H -1.362 7.201 -4.377 0.3499
H 0.344 7.124 -4.811 0.3886
H -0.657 4.552 -2.039 -0.0340
H -1.289 6.225 -2.307 0.4704
H 0.610 6.478 -1.058 0.5002
H 0.811 7.149 -2.642 0.6162
H 3.341 5.865 -1.121 0.1970
H 3.015 7.079 -2.558 0.3628
H 3.760 5.437 -2.774 0.2345
C 8.746 7.110 5.843 -0.9237
O 8.832 6.297 4.666 -0.4207
C 9.615 6.895 3.647 -0.5744
C 8.919 6.328 2.391 -0.7688
N 8.616 4.913 2.533 0.6049
H 8.622 4.796 3.620 0.4869
H 7.681 4.623 2.193 0.0111
C 9.605 3.957 1.882 -0.8159
C 9.639 2.608 2.560 -0.5515
O 10.296 2.913 3.799 -0.2957
C 10.987 1.790 4.322 -0.8719
H 7.857 7.713 5.879 0.3512
H 9.703 7.582 6.031 0.4549
H 8.539 6.404 6.722 0.1985
H 10.569 6.500 3.882 0.3412
H 9.528 7.957 3.728 0.5391
H 9.373 6.514 1.419 0.4621
H 7.937 6.779 2.216 0.3724
H 10.598 4.436 1.943 0.4243
H 9.292 4.018 0.822 0.4243
H 10.191 1.879 2.002 0.5883
H 8.652 2.269 2.794 0.2589
H 11.257 1.976 5.409 0.2384
H 11.997 1.726 3.873 0.3175
H 10.462 0.876 4.075 0.3635
C 3.484 2.153 -3.482 -0.8009
O 2.934 0.832 -3.724 0.1484
C 3.917 -0.158 -3.993 -0.5372
C 3.736 -0.752 -5.435 -0.7147
N 2.240 -0.880 -5.758 1.0188
H 1.789 -1.657 -5.263 -0.0613
H 1.804 -0.015 -5.415 -0.6170
C 1.913 -1.185 -7.221 -0.4889
C 1.839 0.028 -8.121 -0.5198
O 3.126 0.515 -8.372 -0.3021
C 3.190 1.342 -9.527 -0.8144
H 4.480 2.002 -3.058 0.5621
H 2.871 2.617 -2.731 -0.0161
H 3.654 2.760 -4.408 0.2051
H 3.853 -0.936 -3.152 0.0929
H 4.905 0.243 -4.014 0.5986
H 4.223 -1.756 -5.475 0.4269
H 4.109 -0.051 -6.204 0.3898
H 0.963 -1.673 -7.179 0.3178
H 2.653 -1.874 -7.580 0.4564
H 1.196 0.876 -7.761 0.1710
H 1.272 -0.315 -8.999 0.5344
H 2.832 0.759 -10.359 0.3616
H 4.221 1.470 -9.641 0.2921
H 2.636 2.308 -9.503 0.2539
C 1.263 -0.558 -1.308 -0.4132
O 0.368 -1.484 -0.686 0.6069
C -0.902 -1.748 -1.256 0.3676
C -1.686 -0.493 -1.414 -0.7464
N -1.892 0.092 -0.074 3.6462
H -2.377 -0.541 0.538 -0.8963
H -0.951 0.258 0.246 -0.6285
C -2.580 1.402 -0.020 -0.7085
C -1.691 2.459 0.580 -0.3458
O -0.646 2.766 -0.366 0.1424
C 0.573 3.139 0.257 -0.6727
H 1.741 -0.945 -2.232 -0.3368
H 2.035 -0.396 -0.556 0.5872
H 0.809 0.375 -1.573 -0.5295
H -1.360 -2.492 -0.506 -0.1383
H -0.946 -2.204 -2.216 -0.4505
H -2.604 -0.753 -1.907 0.7940
H -1.151 0.232 -2.065 -0.6607
H -3.443 1.227 0.599 0.2583
H -3.034 1.665 -1.004 0.3048
H -1.230 1.942 1.462 -0.0349
H -2.209 3.365 0.902 0.4563
H 0.566 2.974 1.342 0.3893
H 0.801 4.217 0.202 0.1736
H 1.362 2.603 -0.285 -0.0050
C 3.090 1.200 5.968 -1.3599
C 4.443 1.952 6.057 -0.0674
N 4.440 3.421 6.552 0.7951
C 4.142 3.332 8.053 -1.1178
C 5.920 3.968 6.113 0.6139
C 6.985 3.142 6.793 -1.6231
C 3.338 4.175 5.832 0.1908
C 3.517 5.711 5.899 -1.0027
O 3.734 6.134 7.191 -0.2847
C 3.550 7.527 7.318 -0.7948
H 2.487 1.109 6.891 0.2576
H 3.308 0.218 5.549 0.4591
H 2.500 1.639 5.166 0.1919
H 4.875 2.041 5.044 0.0649
H 5.143 1.420 6.752 0.5186
H 3.033 3.325 8.149 0.3722
H 4.512 4.248 8.566 0.3001
H 4.490 2.447 8.529 0.4454
H 5.845 5.045 6.400 0.3669
H 5.904 3.797 5.074 -0.4142
H 7.123 2.148 6.431 0.4421
H 6.867 3.071 7.866 0.4100
H 7.985 3.552 6.687 0.4162
H 2.396 3.840 6.408 0.5415
H 3.388 3.911 4.786 -0.2478
H 2.670 6.274 5.393 0.4747
H 4.407 6.003 5.221 0.2377
H 4.223 7.759 8.153 0.2906
H 2.517 7.894 7.561 0.2716
H 3.905 8.088 6.409 0.3310
C -0.580 -6.466 1.465 -0.9778
C 0.663 -7.122 0.823 -0.7949
N 0.992 -6.429 -0.544 0.6130
C 2.274 -7.118 -0.980 -1.1091
C -0.108 -6.720 -1.594 -0.3581
C -0.520 -8.212 -1.634 -1.5280
C 1.020 -4.892 -0.473 0.7526
C 2.283 -4.313 0.012 0.0042
O 2.346 -4.316 1.459 -0.2533
C 3.271 -3.402 2.063 -0.7915
H -1.053 -7.168 2.180 0.4426
H -1.379 -6.244 0.715 0.1917
H -0.371 -5.537 1.938 0.4318
H 0.622 -8.197 0.699 0.5571
H 1.525 -6.788 1.368 0.6126
H 2.490 -6.678 -1.936 0.4616
H 2.120 -8.155 -1.203 0.4110
H 3.061 -6.946 -0.200 0.4007
H 0.395 -6.378 -2.542 0.3055
H -0.940 -6.089 -1.410 0.5483
H -1.118 -8.523 -0.806 0.4107
H 0.283 -8.926 -1.844 0.2834
H -1.187 -8.295 -2.414 0.2399
H 0.156 -4.621 0.191 -0.4137
H 0.849 -4.602 -1.536 -0.6193
H 2.247 -3.283 -0.267 -0.1517
H 3.095 -4.880 -0.443 0.4390
H 2.944 -3.247 3.089 0.2537
H 3.347 -2.427 1.557 0.2623
H 4.274 -3.802 2.187 0.3372
C -6.664 -6.671 -4.869 -1.3752
C -5.265 -7.127 -4.814 -0.5253
N -4.246 -6.163 -4.307 0.2829
C -2.868 -6.824 -4.417 -0.7491
C -4.176 -4.872 -5.101 0.5024
C -4.022 -5.107 -6.580 -1.3305
C -4.554 -5.725 -2.826 -0.8636
C -4.997 -6.837 -1.850 -1.0796
O -4.041 -7.889 -1.652 -0.0566
C -4.715 -8.969 -1.057 -0.8781
H -7.418 -7.504 -4.892 0.3750
H -6.823 -6.084 -5.796 0.3121
H -6.916 -6.065 -4.027 0.2977
H -4.897 -7.388 -5.851 0.6657
H -5.071 -7.999 -4.202 0.5544
H -2.106 -6.233 -3.907 -0.2082
H -2.737 -7.052 -5.547 0.4521
H -2.969 -7.737 -3.906 0.6556
H -3.262 -4.321 -4.823 -0.6137
H -5.099 -4.297 -4.942 0.5709
H -4.747 -5.656 -7.228 0.2613
H -3.002 -5.471 -6.755 0.3361
H -3.980 -4.083 -7.083 0.4256
H -5.355 -4.964 -2.891 0.5446
H -3.649 -5.218 -2.503 0.3442
H -5.930 -7.345 -2.188 0.5042
H -5.232 -6.157 -1.018 0.4818
H -5.016 -8.775 0.004 0.3046
H -4.119 -9.863 -1.201 0.3216
H -5.697 -9.117 -1.595 0.3319
As 5.087 3.200 2.032 2.0815
F 6.040 2.204 3.120 -0.5316
F 5.285 4.573 3.093 -0.5506
F 4.158 4.245 0.925 -0.4767
F 4.787 1.975 0.828 -0.4517
F 3.716 2.659 2.948 -0.5744
F 6.549 3.731 1.268 -0.7510
P -0.508 1.607 -4.598 1.7713
F -1.688 0.708 -5.203 -0.4232
F 0.443 1.396 -5.913 -0.3690
F -1.213 3.003 -5.222 -0.5082
F 0.667 2.593 -3.993 -0.6007
F -1.353 1.816 -3.267 -0.4254
F 0.206 0.314 -3.963 -0.4131
P -5.353 -1.753 0.164 1.6499
F -5.380 -0.210 0.789 -0.4986
F -3.863 -1.750 0.670 -0.9897
F -5.844 -2.165 1.617 -0.4186
F -5.072 -3.221 -0.311 -0.2598
F -6.873 -1.674 -0.316 -0.2252
F -4.960 -1.126 -1.297 -0.4438
P 0.187 -0.388 3.212 1.5935
F 0.870 -1.624 2.488 -0.4134
F 1.526 0.008 4.005 -0.0494
F 0.597 0.441 1.840 -0.0723
F -0.597 0.933 3.843 -0.5414
F -1.251 -0.812 2.484 -0.9605
F -0.248 -1.270 4.509 -0.6085
P -0.166 -3.932 -4.921 1.4355
F -1.400 -4.013 -5.877 -0.4054
F -1.266 -4.204 -3.686 -0.3353
F 0.060 -5.532 -5.028 -0.3874
F 1.013 -3.888 -3.857 -0.4402
F 0.919 -3.647 -6.120 -0.2588
F -0.392 -2.318 -4.766 -0.5117